Record 1
ORCA calculation (wB97M-V/def2-TZVPD) on C34H78F18N9O17S6 as an isolated structure at a distorted geometry.

ORCA input file:
```
! wB97M-V def2-TZVPD RIJCOSX def2/J DEFGRID3
* xyz 3 1
O -2.35 -1.92 -6.40
F -3.48 -1.80 -3.79
F -1.13 -4.05 -2.54
N 6.53 3.11 3.87
H 3.91 -0.58 2.87
S 0.84 -0.67 -0.63
H 6.98 0.43 6.04
C -0.37 -1.01 -5.40
H -1.43 -2.19 -4.04
H 3.10 0.98 2.43
H 8.00 1.83 6.14
H 7.49 1.01 -3.54
C -7.00 -0.76 4.76
C -0.80 1.67 3.74
H 5.76 0.46 0.12
H 5.98 3.61 4.64
H -4.16 -0.03 0.93
C 3.98 0.28 2.23
H -4.27 -2.29 -6.98
C 7.01 1.47 5.77
C -1.55 -0.78 -6.32
S 3.78 4.46 1.05
O -0.98 -3.10 -0.06
H -5.60 -11.32 -1.31
H -6.07 1.34 3.23
O 2.87 5.37 0.44
H 7.45 1.27 3.58
F 1.99 1.59 -1.55
H -5.79 -9.37 0.04
H -3.11 -10.74 0.72
H -3.94 -11.14 -1.51
H 5.60 2.11 -0.22
H 5.91 3.27 3.10
S 3.40 4.83 3.84
N -2.78 0.82 -3.39
C -5.53 0.39 3.14
F 3.29 -0.27 -1.67
N 4.19 4.80 2.48
H -2.59 -6.27 0.02
H 5.68 -3.12 -1.55
H -4.81 3.85 0.13
H -0.13 4.55 2.22
O 2.21 4.06 3.85
C -2.89 3.33 0.73
H 5.25 -2.88 0.12
C -0.49 2.36 2.39
C 6.38 -0.64 -1.90
H 6.63 2.55 -3.23
H -3.11 2.72 1.61
C -3.60 -0.09 1.84
H 0.57 2.22 2.23
H -3.97 -8.38 -1.69
C -3.28 5.53 -0.03
H -3.63 -1.09 2.25
O -2.76 3.35 -2.73
H -2.22 5.95 1.76
F 1.72 0.13 -3.08
H 1.07 -1.84 -6.75
F 5.96 5.93 0.52
H -4.98 -10.07 -2.25
H -3.86 -0.56 -6.85
H -1.04 6.03 0.42
H 4.17 -2.31 -1.29
F 1.92 6.89 3.19
C 5.45 0.96 3.97
H -0.47 2.24 4.65
H -4.33 -9.89 1.84
C -1.91 2.82 -5.00
H 0.25 -0.11 -5.27
F 5.34 4.44 -0.99
H 7.06 1.49 -0.01
N -4.83 -10.67 -1.41
O -4.57 0.98 -1.55
C 6.71 1.70 4.26
H -2.84 -8.97 -0.47
H -3.16 5.21 -1.04
S -4.31 0.58 -2.89
O -4.23 -7.51 0.20
C -4.16 -1.27 -2.80
N -0.95 -1.32 -4.05
C 2.80 6.55 4.13
H 4.60 1.44 4.46
C -4.79 -9.78 -0.15
F 3.87 7.38 4.21
O -0.41 0.06 -0.65
C -4.14 -10.57 0.99
S 0.35 -3.33 -0.56
C 5.46 4.74 0.35
H 7.42 -0.86 -1.94
H 5.12 1.08 -2.19
H -3.26 -1.51 -8.22
C 6.15 0.91 -1.90
H -4.49 -0.21 6.20
O 1.37 -4.03 0.14
H -0.40 0.65 3.74
H 7.93 2.01 -2.10
C -3.89 -8.61 -0.60
C -4.03 4.39 0.68
O 4.47 4.56 4.82
O 1.61 -0.73 0.62
F 6.38 3.78 0.83
H -3.95 -6.01 -1.18
F 0.06 -5.64 -1.57
C -3.65 -6.25 -0.17
H -2.55 0.21 1.73
C -3.52 -1.54 -7.14
H 7.41 3.59 3.68
H 5.60 -0.08 4.27
H 0.39 4.31 0.23
F -1.25 1.96 -5.79
H -1.72 4.03 2.91
H -5.98 -0.09 2.23
C -0.53 3.76 -0.11
H 5.90 -0.98 -2.81
F 1.09 -4.23 -2.81
H -3.66 6.52 -0.02
C 0.54 -2.14 -5.85
H -0.89 1.76 1.53
H -7.10 -0.95 5.86
N -1.56 4.07 0.86
H 1.27 -2.30 -5.04
F -5.36 -1.71 -2.81
F -3.04 3.07 -5.52
C 0.07 -4.38 -1.98
O 5.82 -1.10 -0.73
N 0.82 -2.04 -1.41
O -5.16 0.86 -3.98
H -5.08 1.11 5.63
S -2.01 2.20 -3.32
H -2.16 0.02 -5.97
H -3.82 0.51 4.86
N 6.15 1.31 -0.41
H 3.97 0.07 1.18
H -2.77 2.66 -0.15
C 5.18 -2.41 -0.90
H -0.83 4.01 -1.12
C -0.93 3.81 2.23
C -1.95 5.55 0.76
F -3.54 -1.62 -1.59
O 5.20 0.90 2.53
C 7.10 1.69 -2.71
H -1.24 -0.53 -7.34
C 2.02 0.28 -1.83
F -1.15 3.93 -4.94
F 2.19 6.53 5.23
H -0.01 -3.08 -5.97
O -0.66 1.86 -2.93
H -7.54 0.18 4.58
H 6.15 1.85 6.36
H -1.89 1.57 3.83
H -4.75 -11.45 1.13
H -4.08 -5.62 0.54
N -4.66 0.25 5.32
O -4.20 0.81 2.82
O 3.64 3.05 0.72
C -5.55 -0.48 4.36
H -7.43 -1.61 4.21
H -4.36 4.58 1.69
H -0.37 2.69 -0.15
H -0.14 -1.32 -3.41
H -1.59 -0.51 -3.80
H -5.05 -1.44 4.14
*
```

The calculation puts the total energy at -7299.8566 a.u. As for the HOMO energy: -0.5298 hartree. Its lowest unoccupied orbital energy is -5.560 eV. The largest force on an atom comes out at 3.47 eV/A.

Atom charges from the Löwdin analysis, given in e for atoms 1 to 99: number 1, O, carries -0.1808; number 2, F, carries 0.1524; number 3, F, carries 0.0989; number 4, N, carries 0.2177; number 5, H, carries 0.0926; number 6, S, carries 0.6029; number 7, H, carries 0.0826; number 8, C, carries -0.3038; number 9, H, carries 0.1106; number 10, H, carries 0.1065; number 11, H, carries 0.1045; number 12, H, carries 0.1237; number 13, C, carries -0.0172; number 14, C, carries -0.0783; number 15, H, carries 0.1463; number 16, H, carries 0.1367; number 17, H, carries 0.0732; number 18, C, carries -0.1040; number 19, H, carries 0.0886; number 20, C, carries -0.0106; number 21, C, carries -0.2333; number 22, S, carries 0.5612; number 23, O, carries -0.2888; number 24, H, carries 0.1766; number 25, H, carries 0.1485; number 26, O, carries -0.2449; number 27, H, carries 0.1601; number 28, F, carries 0.1409; number 29, H, carries 0.1664; number 30, H, carries 0.0893; number 31, H, carries 0.1635; number 32, H, carries 0.0746; number 33, H, carries 0.0880; number 34, S, carries 0.6520; number 35, N, carries -0.3193; number 36, C, carries -0.2006; number 37, F, carries 0.0590; number 38, N, carries -0.3109; number 39, H, carries 0.0883; number 40, H, carries 0.0859; number 41, H, carries 0.1316; number 42, H, carries 0.1264; number 43, O, carries -0.2653; number 44, C, carries -0.0826; number 45, H, carries 0.1163; number 46, C, carries -0.2122; number 47, C, carries -0.1890; number 48, H, carries 0.1000; number 49, H, carries 0.1044; number 50, C, carries -0.0216; number 51, H, carries 0.0971; number 52, H, carries 0.1333; number 53, C, carries -0.1113; number 54, H, carries 0.0931; number 55, O, carries -0.3052; number 56, H, carries 0.1459; number 57, F, carries 0.1609; number 58, H, carries 0.1003; number 59, F, carries 0.1929; number 60, H, carries 0.1744; number 61, H, carries 0.0877; number 62, H, carries 0.1328; number 63, H, carries 0.0803; number 64, F, carries 0.1509; number 65, C, carries -0.1758; number 66, H, carries 0.0979; number 67, H, carries 0.1156; number 68, C, carries -0.7380; number 69, H, carries 0.1512; number 70, F, carries 0.0890; number 71, H, carries 0.1535; number 72, N, carries 0.2216; number 73, O, carries -0.2799; number 74, C, carries -0.3187; number 75, H, carries 0.1417; number 76, H, carries 0.0939; number 77, S, carries 0.6112; number 78, O, carries -0.1754; number 79, C, carries -0.6726; number 80, N, carries 0.2237; number 81, C, carries -0.7143; number 82, H, carries 0.1445; number 83, C, carries -0.2885; number 84, F, carries 0.1444; number 85, O, carries -0.3039; number 86, C, carries -0.0070; number 87, S, carries 0.5829; number 88, C, carries -0.5902; number 89, H, carries 0.1303; number 90, H, carries 0.1369; number 91, H, carries 0.1067; number 92, C, carries -0.2886; number 93, H, carries 0.1765; number 94, O, carries -0.2451; number 95, H, carries 0.0831; number 96, H, carries 0.0889; number 97, C, carries -0.2247; number 98, C, carries -0.1052; number 99, O, carries -0.3239

Record 2
ORCA calculation (wB97M-V/def2-TZVPD) on an isolated ion of composition C5H11O2 and charge -1 at a distorted geometry.

ORCA input file:
```
! wB97M-V def2-TZVPD RIJCOSX def2/J DEFGRID3
* xyz -1 1
C 0.08 -0.60 -1.79
O -0.21 0.37 0.49
O -1.53 -1.50 -0.37
H -0.34 -1.17 -2.64
H 0.87 -1.22 -1.33
C -0.08 -0.46 1.62
H -0.11 1.33 -2.84
H 1.49 0.54 -2.98
H 0.10 0.04 3.81
H 0.63 -1.28 1.52
C 0.67 0.74 -2.30
H -1.09 -0.86 1.71
H 1.28 0.77 2.71
H -0.36 1.41 2.75
H -1.68 0.47 -1.04
C -0.98 -0.38 -0.69
C 0.24 0.47 2.81
H 1.01 1.32 -1.44
*
```

The calculation puts the total energy at -347.5765 a.u. As for the HOMO energy: -0.1038 hartree. Its lowest unoccupied orbital energy is 4.245 eV. As for the SMILES: CCO[C@H]([O-])CC. The largest force on an atom comes out at 1.85 eV/A.

In elementary charge units, the natural (NBO) charges are: number 1, C, carries -0.4381; number 2, O, carries -0.6710; number 3, O, carries -0.8829; number 4, H, carries 0.1812; number 5, H, carries 0.1850; number 6, C, carries -0.0707; number 7, H, carries 0.1794; number 8, H, carries 0.1764; number 9, H, carries 0.1787; number 10, H, carries 0.1379; number 11, C, carries -0.6224; number 12, H, carries 0.1919; number 13, H, carries 0.1836; number 14, H, carries 0.2028; number 15, H, carries 0.0404; number 16, C, carries 0.4307; number 17, C, carries -0.6214; number 18, H, carries 0.2183